(1)
ORCA calculation (the ωB97M-V functional and the def2-TZVPD basis) on a cluster of 8 separate species, C12H42BN4O7 in total.

```
66
Properties=species:S:1:pos:R:3:forces:R:3:nbo_charge:R:1
B 0.000990 -12.361370 11.494720 0.0 0.2 0.3 -0.874
H -0.317110 -11.805220 10.626530 -0.9 1.7 -3.8 -0.035
H -0.900490 -12.756050 11.937210 -3.2 -1.2 1.7 -0.012
H 0.688960 -13.179100 11.345530 2.9 -2.7 -1.2 -0.040
H 0.497570 -11.684260 12.172340 1.7 2.5 2.5 0.037
C -1.593940 -15.700670 11.786490 -0.1 -0.4 0.6 0.745
O -2.171540 -16.714630 11.565630 -1.7 -3.9 -1.6 -0.709
N -2.161740 -14.767500 12.466090 -2.7 3.2 2.7 -0.826
N -0.358470 -15.439250 11.510050 4.2 -0.4 -1.9 -0.856
H -1.603180 -14.029850 12.871050 -0.7 0.0 0.0 0.403
H -3.082200 -15.026920 12.790980 0.3 0.5 0.2 0.395
H -0.025810 -14.486580 11.553180 0.1 -0.1 -0.1 0.425
H 0.060840 -16.057940 10.830710 0.2 0.2 0.2 0.386
C 3.718600 -15.466970 9.504790 0.6 -0.6 -0.4 0.765
O 4.748210 -15.987440 9.937400 -0.2 0.5 0.0 -0.699
N 2.889640 -16.122410 8.690560 -0.3 -2.9 -1.3 -0.873
N 3.354840 -14.205690 9.617540 0.9 1.8 1.6 -0.856
H 3.378180 -16.937550 8.348540 -0.9 -0.3 0.0 0.393
H 1.920130 -15.936590 8.476980 0.4 0.4 0.1 0.416
H 2.477270 -13.888470 9.231090 0.5 0.3 -0.1 0.424
H 4.076620 -13.670900 10.079210 -0.8 0.7 0.1 0.410
C -1.972210 -9.538510 9.088840 -1.3 0.1 -1.0 -0.649
C -2.985560 -10.689140 9.191510 3.3 -2.0 1.8 -0.066
O -2.870540 -11.263930 10.529970 -2.5 0.7 0.1 -0.770
H -2.591790 -8.762220 8.639840 0.8 0.7 -0.2 0.194
H -1.190560 -9.905810 8.423840 0.2 0.6 -0.1 0.206
H -1.517360 -9.183410 10.013570 -0.3 -0.3 0.1 0.242
H -2.503070 -11.522290 8.680470 -0.6 0.1 -1.3 0.154
H -3.982450 -10.518410 8.785110 -0.1 0.0 0.9 0.175
H -1.956090 -11.506680 10.692590 0.3 -0.1 -0.3 0.502
C 4.036460 -12.525390 14.204510 -0.3 0.1 0.4 -0.631
C 3.725220 -12.973600 12.772490 -0.1 0.8 -0.5 -0.068
O 3.254490 -11.908070 11.859410 1.2 -0.6 1.6 -0.743
H 4.851580 -11.811680 14.324110 -0.3 0.4 -0.4 0.204
H 4.381080 -13.338680 14.843170 0.1 -0.7 -0.5 0.207
H 3.147850 -12.220800 14.757410 -0.1 0.6 -0.3 0.212
H 2.967760 -13.756030 12.818950 0.1 -0.1 -0.1 0.180
H 4.657990 -13.359270 12.361050 -0.1 -0.3 -0.2 0.158
H 2.643640 -12.283870 11.221250 -0.3 -0.2 0.4 0.481
C -0.769720 -11.916790 15.021860 0.7 -0.7 -0.2 -0.642
C -1.884390 -11.090980 14.454850 0.2 1.2 -0.4 -0.074
O -1.417780 -10.235040 13.412580 0.1 0.1 0.4 -0.737
H 0.137390 -11.317930 15.103180 -0.1 0.3 0.1 0.221
H -0.501810 -12.700730 14.313510 0.0 -0.2 0.2 0.208
H -0.977030 -12.344100 16.002940 -0.2 -0.1 0.0 0.196
H -2.209240 -10.410150 15.241650 -0.7 -0.2 -0.1 0.163
H -2.668400 -11.650610 13.944720 -0.5 -0.4 0.9 0.171
H -1.147360 -10.873480 12.748600 0.4 0.2 -0.6 0.491
C -0.814090 -15.405420 7.160370 -0.5 -0.1 -0.5 -0.649
C -0.497980 -14.014150 7.771160 -0.8 -1.1 -0.1 -0.060
O 0.678090 -14.048250 8.565050 0.1 0.0 -0.6 -0.784
H -0.461850 -16.313490 7.649700 0.6 0.4 0.4 0.217
H -0.497680 -15.439720 6.117870 0.4 -0.1 0.0 0.198
H -1.875060 -15.641630 7.078910 -0.3 0.6 0.2 0.219
H -1.323660 -13.653580 8.384640 -0.1 -0.2 0.1 0.185
H -0.445100 -13.338540 6.917430 0.5 0.3 0.2 0.164
H 0.472310 -13.652040 9.414910 -0.2 0.3 0.5 0.520
C 2.216840 -10.060260 7.754090 -0.7 -0.2 1.9 -0.643
C 2.501130 -10.488640 9.234510 -0.9 0.0 0.8 -0.047
O 1.551760 -10.028210 10.204090 0.3 1.6 -0.9 -0.771
H 1.232610 -10.399540 7.431160 0.2 -0.7 -0.2 0.202
H 3.044120 -10.385290 7.123150 -0.2 0.2 -0.2 0.205
H 2.036570 -8.985410 7.771260 0.7 0.2 -0.1 0.211
H 3.463800 -10.090240 9.554860 0.1 0.0 -0.1 0.169
H 2.519780 -11.552120 9.472750 0.4 -0.4 -1.2 0.146
H 0.966470 -10.716350 10.528900 0.0 -0.4 -0.1 0.515
```
Forces are in eV/Å.

Its charge is -1. The calculation puts the orbital gap at 9.673 eV. The LUMO energy comes out at 2.850 eV. As for the spin multiplicity: 1. The calculation puts the energy above the lowest of the compared OMol25 structures with the same formula, charge and spin at 72.8 kcal/mol.



(2)
ORCA calculation (the ωB97M-V functional and the def2-TZVPD basis) on a cluster of 9 separate species, C12H42N4O9 in total.

```
67
Properties=species:S:1:pos:R:3:forces:R:3:nbo_charge:R:1
N 2.006970 -1.344687 -3.639149 -3.2 1.6 0.3 -0.840
C 3.146970 -1.847687 -3.260149 5.0 -2.4 -7.2 0.741
N 3.384970 -1.811687 -2.017149 3.1 -1.5 4.4 -0.809
O 4.030970 -2.314687 -4.176149 -3.6 1.5 3.7 -0.767
H 1.865970 -1.389687 -4.615149 -0.4 0.2 -0.8 0.411
H 1.321970 -0.869687 -2.989149 1.1 -1.0 -1.2 0.421
H 4.259970 -2.197687 -1.618149 -1.1 0.6 -0.7 0.418
H 2.813970 -1.289687 -1.424149 -0.8 0.7 1.5 0.404
N -3.553030 0.521313 1.506851 0.5 -1.6 0.3 -0.825
C -3.475030 1.675313 2.159851 -5.0 4.9 -6.8 0.742
N -2.893030 1.681313 3.313851 1.6 1.8 5.9 -0.820
O -4.055030 2.749313 1.474851 3.1 -4.5 4.2 -0.747
H -3.999030 0.483313 0.598851 0.2 0.3 0.4 0.425
H -3.068030 -0.284687 1.904851 -0.4 0.2 -0.7 0.399
H -3.027030 2.484313 4.007851 0.1 -1.2 -2.2 0.427
H -2.650030 0.859313 3.885851 -0.4 0.3 -1.2 0.385
C -2.618030 -3.707687 2.926851 -2.1 -0.1 -0.2 -0.643
C -1.797030 -2.895687 1.969851 0.8 -1.0 3.0 -0.054
O -1.736030 -1.556687 2.454851 0.6 0.6 0.0 -0.752
H -2.671030 -4.740687 2.627851 0.3 -0.5 -0.2 0.232
H -3.735030 -3.440687 3.036851 1.8 0.2 -0.1 0.221
H -2.081030 -3.659687 3.855851 -0.2 -0.2 0.9 0.202
H -2.152030 -2.893687 1.022851 -1.3 0.4 -2.9 0.188
H -0.832030 -3.433687 1.916851 0.1 0.9 0.1 0.161
H -1.858030 -1.522687 3.413851 0.0 -0.5 -0.2 0.480
C 3.864970 1.318313 -0.962149 0.4 0.4 -0.8 -0.631
C 2.536970 1.069313 -0.327149 -0.2 2.2 -0.5 -0.067
O 2.675970 -0.130687 0.330851 -1.4 -1.6 0.8 -0.762
H 4.166970 0.499313 -1.623149 -0.1 0.2 0.2 0.221
H 4.569970 1.438313 -0.187149 1.1 -0.3 0.9 0.204
H 3.958970 2.238313 -1.519149 -0.5 0.4 -0.4 0.209
H 1.762970 1.214313 -1.130149 0.1 -0.9 0.8 0.156
H 2.314970 1.825313 0.450851 0.1 0.3 -0.5 0.144
H 1.924970 -0.250687 0.973851 0.8 -0.3 -0.9 0.507
C -1.354030 2.752313 -0.377149 -1.0 -1.8 1.6 -0.647
C -1.218030 4.232313 -0.235149 -1.7 0.3 -0.1 -0.075
O -0.371030 4.678313 -1.261149 1.1 0.4 -0.6 -0.726
H -1.594030 2.234313 0.595851 0.4 0.6 -0.8 0.213
H -0.440030 2.287313 -0.751149 0.0 0.0 -0.2 0.199
H -2.238030 2.510313 -0.990149 0.6 0.0 -0.2 0.220
H -0.867030 4.590313 0.733851 0.0 -0.2 0.1 0.162
H -2.272030 4.626313 -0.407149 1.5 0.1 0.2 0.197
H 0.482970 4.199313 -1.173149 -0.8 0.5 -0.1 0.467
C 1.165970 -3.859687 -0.450149 1.6 0.2 -2.4 -0.252
O 1.447970 -2.863687 0.453851 0.7 1.4 0.5 -0.721
H 0.178970 -4.101687 -0.326149 -2.8 -1.1 -0.2 0.145
H 1.766970 -4.753687 -0.313149 0.3 -0.1 -0.2 0.172
H 1.315970 -3.407687 -1.461149 0.0 -0.8 0.6 0.199
H 1.362970 -3.287687 1.287851 0.1 0.1 1.5 0.467
C -0.300030 2.180313 -3.803149 -0.2 -0.5 -1.3 -0.253
O -0.472030 3.593313 -3.898149 1.2 -1.6 -2.4 -0.726
H -0.253030 1.676313 -4.838149 0.1 1.1 1.5 0.182
H -1.147030 1.785313 -3.285149 -0.9 -0.6 0.1 0.153
H 0.530970 1.825313 -3.183149 0.5 0.4 -0.3 0.152
H -0.736030 3.866313 -3.055149 -0.6 1.1 2.2 0.480
C -1.116030 -0.839687 -0.859149 0.6 -0.5 0.4 -0.248
O 0.224970 -0.815687 -1.286149 -0.2 1.8 -1.6 -0.762
H -1.315030 -1.915687 -0.840149 -1.3 0.2 -0.3 0.158
H -1.710030 -0.210687 -1.544149 0.1 -0.6 0.4 0.198
H -1.157030 -0.492687 0.180851 -0.4 0.3 -0.2 0.171
H 0.699970 -1.398687 -0.735149 1.1 -1.0 1.3 0.489
C 1.067970 0.676313 3.042851 -3.2 0.7 -0.1 -0.261
O 0.878970 -0.540687 2.323851 -0.4 -0.6 1.4 -0.765
H 0.696970 1.413313 2.349851 0.4 1.0 -0.2 0.176
H 2.063970 0.882313 3.316851 1.1 -0.2 0.4 0.199
H 0.301970 0.821313 3.882851 1.4 -0.6 -0.5 0.157
H -0.035030 -0.817687 2.558851 0.7 -0.2 -0.9 0.501
```
Forces are in eV/Å.

Its charge is 0. The calculation puts the orbital gap at 7.850 eV. The LUMO energy comes out at -0.658 eV. As for the spin multiplicity: 1. The calculation puts the energy above the lowest of the compared OMol25 structures with the same formula, charge and spin at 7.7 kcal/mol.



(3)
ORCA calculation (the ωB97M-V functional and the def2-TZVPD basis) on a cluster of 9 separate species, C12H42O12 in total.

```
66
Properties=species:S:1:pos:R:3:forces:R:3:nbo_charge:R:1
O 2.060949 -0.184328 1.344333 -0.2 0.0 0.5 -0.796
C 2.266052 -0.301078 2.768971 1.2 -0.3 -1.7 -0.102
C 1.041046 -0.290903 3.565398 -1.4 -0.3 0.7 -0.096
O 0.345843 0.926491 3.783809 -0.5 0.5 -1.7 -0.721
H 1.646624 -0.951967 0.913914 -0.1 -0.1 -0.1 0.521
H 2.824034 -1.231124 2.943412 -0.2 0.1 0.2 0.182
H 2.920952 0.525278 2.974530 0.3 0.4 0.5 0.209
H 1.341921 -0.530241 4.571538 0.0 -0.6 0.5 0.194
H 0.392287 -1.094366 3.149090 0.0 0.4 0.4 0.152
H -0.125763 1.249108 2.968115 0.7 -0.6 1.0 0.482
O 0.698095 1.830949 0.212932 -1.6 0.8 -1.1 -0.799
C 1.360679 3.109272 0.128335 0.6 -1.9 0.1 -0.095
C 2.827245 2.784793 -0.024762 0.9 1.4 -0.8 -0.091
O 3.363269 2.118822 1.096658 0.3 0.9 -0.1 -0.743
H 1.063500 1.252101 0.880734 0.5 -0.2 0.3 0.490
H 1.036364 3.623525 -0.774473 -0.4 0.0 0.2 0.201
H 1.170426 3.634083 1.055478 0.0 0.6 0.0 0.174
H 3.362756 3.759779 -0.125626 -0.1 -0.7 0.1 0.176
H 3.000840 2.212892 -0.978228 -0.2 0.4 0.8 0.171
H 2.973895 1.250840 1.091398 0.0 -0.8 -0.1 0.482
O 0.135417 -3.316325 -4.986086 -0.6 1.2 1.9 -0.742
C 0.019932 -2.584080 -3.682436 0.3 -1.2 0.1 -0.108
C -1.405908 -2.435647 -3.189102 0.1 -0.1 0.4 -0.088
O -2.019847 -3.687544 -2.913289 0.1 -0.4 -0.4 -0.728
H 1.066190 -3.530500 -5.090375 0.0 0.0 0.0 0.471
H 0.481472 -3.166800 -2.855441 0.1 0.0 -0.7 0.173
H 0.538036 -1.622503 -3.656716 -0.1 0.1 -0.6 0.188
H -2.043893 -1.806759 -3.812368 0.0 -0.1 -0.2 0.167
H -1.329642 -1.985069 -2.191031 0.1 0.4 -0.4 0.188
H -1.680547 -4.327708 -3.553715 -0.2 0.1 0.0 0.475
C -2.789856 -1.331921 4.215462 1.5 -1.6 0.8 -0.269
O -3.549373 -0.215886 4.574069 0.4 0.7 -0.3 -0.714
H -3.222704 -1.876254 3.373202 0.1 0.1 -0.2 0.170
H -1.725543 -1.080651 4.004803 -0.9 0.2 0.1 0.194
H -2.789924 -2.019582 5.090912 0.3 0.1 -0.6 0.168
H -4.416561 -0.586308 4.547214 -1.3 0.3 0.3 0.473
C 0.001202 -2.912661 0.301807 0.0 1.5 0.9 -0.246
O 0.606792 -1.853605 -0.430016 -1.0 1.1 -0.1 -0.788
H -1.035218 -2.935959 0.011176 -0.5 -0.5 0.3 0.187
H 0.477297 -3.840264 0.140599 0.6 -1.0 -0.6 0.183
H 0.145513 -2.677645 1.370181 -0.6 -0.3 0.0 0.145
H -0.137015 -1.162762 -0.477245 1.3 -0.7 -0.2 0.521
C -2.280682 2.495634 3.308430 0.1 0.6 0.8 -0.247
O -2.897485 1.537660 2.520440 -0.4 -0.9 -1.4 -0.762
H -1.367355 2.887263 2.807909 -0.4 -0.3 0.3 0.155
H -2.959005 3.356726 3.462084 0.3 -0.2 0.1 0.162
H -2.043827 2.026104 4.275720 0.3 0.6 -0.1 0.184
H -3.175729 0.776412 3.055013 0.0 0.6 0.1 0.489
C 2.827599 -0.422126 -2.073937 0.6 -0.6 -2.0 -0.259
O 2.962554 0.385896 -3.297538 0.1 -0.4 1.4 -0.738
H 2.188066 0.010648 -1.350705 -0.8 0.7 0.4 0.188
H 2.436364 -1.388257 -2.415766 0.1 0.1 0.6 0.174
H 3.808014 -0.547859 -1.623140 0.1 -0.1 0.2 0.169
H 3.908657 0.346209 -3.432775 0.1 0.3 -0.5 0.464
C 0.139907 1.832477 -3.525445 2.3 -1.2 -1.2 -0.246
O -0.063323 3.203305 -3.601466 -0.2 1.5 -0.2 -0.730
H -0.737982 1.299916 -3.792379 -1.2 -0.7 0.2 0.149
H 0.917234 1.467374 -4.299041 -0.8 0.6 1.3 0.170
H 0.513997 1.566689 -2.517604 -0.4 0.2 -0.6 0.188
H -0.193009 3.482152 -4.523487 0.1 -0.3 0.6 0.467
C -2.858078 0.409542 -0.985638 1.0 -0.4 -0.3 -0.247
O -1.483070 0.129061 -0.607624 0.4 1.9 0.4 -0.804
H -3.180821 1.353382 -0.535263 -0.1 -0.3 -0.1 0.194
H -2.862606 0.462361 -2.093557 -0.5 0.1 0.6 0.169
H -3.472767 -0.431118 -0.626415 0.1 0.4 -0.2 0.181
H -1.023486 1.023055 -0.464977 -0.5 -1.8 -0.1 0.521
```
Forces are in eV/Å.

Its charge is 0. The calculation puts the orbital gap at 10.276 eV. The LUMO energy comes out at 0.514 eV. As for the spin multiplicity: 1. The calculation puts the energy above the lowest of the compared OMol25 structures with the same formula, charge and spin at 62.2 kcal/mol.



Quick rundown of strongest force on any atom, same order as above: 0.097 0.191 0.056 hartree/bohr